1.
# C3H3N2O2

A structure of composition C3H3N2O2 (ωB97M-V with the def2-TZVPD basis set, OMol25).

XYZ file:
```
10
Properties=species:S:1:pos:R:3:forces:R:3
C -0.1162 -0.0228 0.2862 1.51 -0.48 -1.01
C 1.1465 -0.5425 0.1498 -2.29 1.31 -1.22
C -0.4518 0.6705 -0.9019 3.80 -2.01 1.68
N 0.6351 0.5939 -1.6812 -1.16 -0.74 1.18
N 1.1929 1.3779 -3.2626 1.64 -1.64 -1.13
O 1.9633 0.7198 -3.7247 -1.48 1.57 0.89
O 1.5605 -0.2156 -1.0641 1.37 0.74 -1.06
H -0.6023 -0.3326 1.1287 -2.08 0.08 1.86
H 1.7209 -1.1415 0.8212 0.60 -0.25 -0.14
H -1.3556 1.1104 -1.0800 -1.89 1.42 -1.04
```
Forces are in eV/Å.

Computed properties:
Energy relative to the best compared isomer or geometry (same formula, charge and spin) = 404.4 kJ/mol
LUMO energy (alpha / beta) = -6.77 / -6.77 eV
Molar mass = 99.1 g mol⁻¹
Charge = +1
HOMO energy (alpha / beta) = -15.36 / -15.36 eV



2.
# CH3BrNO2

A structure of composition CH3BrNO2 (ωB97M-V with the def2-TZVPD basis set, OMol25).

XYZ file:
```
8
Properties=species:S:1:pos:R:3:forces:R:3
C 0.0152 -0.1076 -0.2115 1.46 -0.12 -1.12
N 2.1545 -1.2348 -0.4760 -0.94 -1.95 0.52
O 1.8838 -1.7350 0.5766 -0.20 0.40 -0.70
O 1.0505 -0.4992 -1.0563 0.40 0.58 -1.19
Br 3.9103 0.3043 0.0636 1.06 1.26 0.27
H -0.8171 0.1679 -0.7597 -1.85 -0.18 -1.57
H 0.2269 0.7629 0.2893 1.15 2.19 1.61
H -0.1319 -0.8636 0.4495 -1.09 -2.16 2.19
```
Forces are in eV/Å.

Computed properties:
Energy relative to the best compared isomer or geometry (same formula, charge and spin) = 152.3 kJ/mol
LUMO energy (alpha / beta) = 4.03 / 4.03 eV
Molar mass = 140.9 g mol⁻¹
Charge = -1
HOMO energy (alpha / beta) = -3.32 / -3.31 eV



3.
# C5H6O

An isolated molecule of C5H6O (ωB97M-V with the def2-TZVPD basis set, OMol25).

XYZ file:
```
12
Properties=species:S:1:pos:R:3:forces:R:3
C -1.2056 0.9758 0.0506 -0.07 0.05 -0.03
C -0.8253 -0.4836 -0.1158 -0.28 -0.18 0.19
O -1.4027 -1.3627 0.4779 0.06 0.28 -0.36
C 0.4259 -0.7991 -0.9493 -0.01 -0.09 0.03
C 1.4662 -0.2964 -0.0480 0.18 0.04 0.70
C 1.9805 0.0103 0.9975 -0.17 -0.22 -0.40
H -2.2934 1.0601 0.0089 0.11 -0.01 -0.02
H -0.7439 1.6321 -0.6921 -0.06 -0.16 0.07
H -0.8844 1.3105 1.0426 -0.05 -0.11 -0.16
H 0.4065 -0.3530 -1.9498 0.07 0.08 0.27
H 0.5182 -1.8855 -1.0328 -0.06 0.15 -0.08
H 2.3372 0.1901 1.9848 0.29 0.17 -0.19
```
Forces are in eV/Å.

Computed properties:
Energy relative to the best compared isomer or geometry (same formula, charge and spin) = 179.4 kJ/mol
LUMO energy = 0.87 eV
Molar mass = 82.1 g mol⁻¹
HOMO energy = -9.63 eV
SMILES string = C#CCC(C)=O



Ordered largest force on an atom results: 0.0897 0.0634 0.0140; unit hartree/bohr.